Record 1
ORCA calculation (the ωB97M-V functional and the def2-TZVPD basis) on a molecular structure, C26H29BrN3O4PtS.

Atoms and positions in Å:
Pt 3.0804 0.4942 -0.6133
C -4.9378 0.0641 -2.4099
C -3.8043 0.9848 -2.8646
C -4.1287 2.4116 -2.3894
C -3.7404 0.9485 -4.3996
C -2.4459 0.5528 -2.3026
C -1.3124 1.3199 -2.5507
C -0.0878 0.8873 -2.1087
Br 1.4054 2.0348 -2.3991
C 0.1536 -0.3297 -1.4266
O 1.3643 -0.7990 -1.2442
C -1.0259 -1.0089 -1.0259
C -2.2614 -0.5759 -1.5148
C -1.0597 -2.1850 -0.0305
C -1.6379 -3.4387 -0.7056
C 0.3096 -2.5510 0.5475
C -1.9529 -1.7750 1.1557
H -5.8828 0.4177 -2.8314
H -5.0318 0.0642 -1.3203
H -4.7792 -0.9631 -2.7485
H -5.1565 2.6833 -2.6589
H -3.4574 3.1468 -2.8393
H -4.0235 2.4762 -1.3046
H -4.7099 1.2217 -4.8352
H -3.4753 -0.0548 -4.7401
H -2.9868 1.6431 -4.7780
H -1.3839 2.2613 -3.0841
H -3.1340 -1.1554 -1.2343
H -1.0594 -3.6935 -1.5981
H -2.6793 -3.2947 -1.0050
H -1.6015 -4.2876 -0.0116
H 0.9701 -2.9106 -0.2400
H 0.1811 -3.3414 1.2980
H 0.7830 -1.6861 1.0188
H -3.0001 -1.6680 0.8626
H -1.6115 -0.8184 1.5602
H -1.8993 -2.5348 1.9449
S 4.8299 -0.0795 1.3147
C 4.1506 -1.5737 1.7062
N 3.6648 -2.3850 0.6983
C 3.2138 -3.6181 0.9254
C 3.1687 -4.0983 2.1966
C 3.5986 -3.2277 3.2052
N 4.0964 -2.0379 2.9806
H 3.5076 -1.9214 -0.1919
H 2.9226 -4.1894 0.0561
H 2.8071 -5.0918 2.4116
H 3.5392 -3.5195 4.2502
O -0.1916 1.6359 0.9150
C 0.9349 1.6150 1.3859
O 1.8878 0.7804 1.0933
C 1.2874 2.6108 2.4759
C 2.6136 2.9010 2.7755
C 2.9194 3.8182 3.7738
C 1.8998 4.4360 4.4876
C 0.5732 4.1408 4.1958
C 0.2698 3.2336 3.1896
H 3.3963 2.3955 2.2261
H 3.9549 4.0514 3.9955
H 2.1384 5.1486 5.2692
H -0.2216 4.6259 4.7508
H -0.7547 2.9903 2.9367
O 6.0091 1.4821 -3.4998
C 5.2600 0.9580 -2.7280
N 4.5437 0.3784 -1.9691

Force components x, y, z for each atom (eV/Å):
Pt -0.51 0.12 0.07
C 0.04 0.01 0.04
C 0.15 0.03 0.04
C -0.05 -0.04 -0.05
C -0.10 0.07 0.02
C -0.12 -0.10 0.09
C -0.04 0.06 -0.05
C 0.19 -0.04 -0.01
Br 0.02 -0.04 -0.08
C -0.03 0.03 -0.07
O 0.21 0.09 0.21
C -0.01 -0.10 -0.05
C -0.01 -0.02 0.04
C 0.03 0.07 -0.07
C 0.00 -0.02 0.05
C -0.03 0.04 0.04
C 0.04 -0.03 0.05
H 0.02 -0.03 0.01
H -0.01 -0.03 -0.06
H -0.01 0.03 0.04
H 0.10 -0.01 -0.02
H -0.01 -0.04 0.06
H -0.03 0.03 -0.03
H 0.09 -0.01 0.03
H -0.02 0.02 -0.02
H -0.03 -0.05 0.01
H 0.05 -0.05 0.02
H 0.07 0.03 -0.02
H -0.02 -0.01 0.06
H 0.06 0.00 -0.02
H -0.03 0.05 -0.06
H -0.04 0.02 0.03
H -0.05 0.03 -0.05
H 0.00 -0.05 -0.05
H 0.05 0.02 0.00
H -0.02 -0.06 0.00
H -0.03 0.05 -0.06
S -0.43 -0.63 0.05
C 0.34 0.41 -0.07
N -0.08 0.47 0.48
C -0.04 -0.34 -0.11
C -0.03 -0.40 -0.02
C 0.16 0.28 0.01
N -0.01 0.07 0.03
H 0.15 -0.04 -0.31
H -0.16 0.06 0.02
H -0.01 0.02 -0.02
H 0.00 -0.05 -0.04
O -0.03 -0.04 -0.03
C 0.23 -0.22 -0.10
O -0.28 0.38 0.28
C 0.07 -0.11 0.05
C 0.00 0.06 0.10
C -0.04 0.01 -0.04
C 0.02 -0.01 -0.04
C 0.02 -0.01 -0.03
C 0.00 0.07 0.01
H -0.01 -0.04 0.01
H -0.03 -0.02 0.00
H 0.00 -0.01 -0.01
H 0.00 -0.03 -0.01
H 0.02 0.03 -0.01
O -0.31 -0.25 0.34
C -0.07 -0.09 0.03
N 0.59 0.37 -0.71

Results
Relative energy (zero: lowest compared OMol25 entry of this formula, charge and spin) ... 122.4 kJ/mol
Max |F| ... 0.99 eV/A
Molecular weight ... 754.6 g mol⁻¹
Orbital gap (spin up / spin down) ... 6.16 / 6.23 eV
Expectation value of S² ... 2.01
2S+1 ... 3
Charge ... -1


Record 2
ORCA calculation (the ωB97M-V functional and the def2-TZVPD basis) on 5 unconnected molecules or ions with the total composition C39H55N4O17PS.

Atoms and positions in Å:
C -2.9402 -1.7933 2.9313
C -2.2558 -2.9175 2.0794
O -2.9665 -3.5862 1.3658
N -0.8295 -3.2443 2.1054
C -0.2965 -3.3748 3.4891
C -0.0435 -2.3734 1.2832
C 1.3888 -2.7240 1.0823
C 2.2736 -1.9177 0.2228
C 3.7547 -2.4205 0.1234
C 4.7683 -1.5693 0.9782
C 4.6303 -1.8375 2.5573
C 4.7577 -0.4229 3.2768
S 4.3928 -0.5137 5.0815
C 3.7898 1.1419 5.4836
N 2.4547 1.3200 5.3562
N 2.2417 2.6300 5.6929
C 3.4255 3.1772 6.0103
O 4.4615 2.2684 5.9024
C 1.7874 -0.7135 -0.4915
C 0.3654 -0.3601 -0.2399
C -0.5136 -1.1612 0.6154
C -0.2076 0.9074 -0.9057
O -1.2009 1.4580 -0.4696
C 0.5217 1.5107 -2.1276
C -0.2198 2.4353 -2.9645
C 0.4219 3.0672 -4.1369
C 1.7991 2.6772 -4.4180
C 2.5615 1.7224 -3.5647
P 4.3285 1.3399 -4.0802
N 4.4952 1.8791 -5.7442
O 5.4140 2.2874 -3.1746
C 1.9342 1.1171 -2.3747
C 2.7060 0.1457 -1.4204
O 3.9112 0.0917 -1.3809
H -2.4175 -1.5445 3.8876
H -3.9602 -2.1802 3.2193
H -3.1274 -0.9061 2.2701
H 0.3369 -4.3116 3.5071
H -1.1212 -3.5704 4.2324
H 0.3754 -2.5315 3.8016
H 1.7948 -3.6437 1.5775
H 3.7812 -3.4908 0.4823
H 4.0939 -2.3638 -0.9446
H 4.6305 -0.4623 0.8527
H 5.8053 -1.8776 0.6577
H 3.6511 -2.3354 2.7624
H 5.5311 -2.4231 2.8707
H 3.9605 0.2263 2.8053
H 5.7314 0.0879 3.0288
H 3.4578 4.2524 6.3039
H -1.5660 -0.8164 0.7363
H -1.2753 2.7272 -2.7537
H -0.0968 3.8052 -4.7942
H 2.2982 3.1332 -5.3059
H 3.8186 1.3778 -6.3327
H 4.3642 2.8908 -5.8432
H 4.9648 3.1004 -2.8632
C 7.4174 -2.2247 -4.9516
C 6.7772 -1.3254 -5.9897
O 6.8489 -1.9214 -7.2934
C 5.9177 -2.8428 -7.5575
O 5.0397 -3.2001 -6.8135
O 6.1400 -3.3152 -8.7918
C 5.2463 -4.3574 -9.1820
H 8.4347 -2.4897 -5.2489
H 7.4490 -1.7292 -3.9799
H 6.8622 -3.1585 -4.8453
H 7.3254 -0.3844 -6.0445
H 5.7456 -1.0828 -5.7285
H 4.2068 -4.0533 -9.0557
H 5.4536 -5.2619 -8.6089
H 5.4205 -4.5642 -10.2367
C -3.7904 0.8117 -3.6102
C -4.3909 2.1872 -3.4006
O -4.5796 2.8588 -4.6532
C -5.6796 2.5129 -5.3323
O -6.5064 1.7104 -4.9826
O -5.6923 3.2035 -6.4795
C -6.7904 2.8846 -7.3348
H -2.8759 0.8786 -4.2045
H -3.5573 0.3424 -2.6527
H -4.4775 0.1615 -4.1544
H -3.7032 2.8023 -2.8180
H -5.3276 2.1351 -2.8423
H -7.7402 2.9753 -6.8074
H -6.6701 1.8784 -7.7380
H -6.7835 3.5949 -8.1599
C -9.6436 -3.2032 1.6108
C -9.6448 -4.7188 1.6363
O -8.7365 -5.2462 0.6626
C -7.4483 -5.2688 1.0290
O -7.0056 -4.8981 2.0871
O -6.7368 -5.7587 0.0089
C -5.3259 -5.7832 0.2431
H -9.8360 -2.8369 0.6002
H -10.4056 -2.8055 2.2834
H -8.6736 -2.8068 1.9154
H -10.6359 -5.0885 1.3698
H -9.4138 -5.1035 2.6317
H -5.0897 -6.2998 1.1736
H -4.9313 -4.7677 0.2578
H -4.8622 -6.3253 -0.5795
C -1.1642 8.3435 8.5859
C -0.1012 7.7866 9.5118
O -0.3145 6.3905 9.7528
C 0.1277 5.5663 8.7951
O 0.6837 5.8954 7.7768
O -0.1693 4.3143 9.1567
C 0.1962 3.3289 8.1865
H -2.1619 8.1208 8.9703
H -1.0572 9.4245 8.4818
H -1.0957 7.8928 7.5943
H -0.1637 8.2828 10.4812
H 0.9033 7.9647 9.1224
H 1.2429 3.4217 7.9056
H -0.4449 3.4128 7.3088
H 0.0456 2.3482 8.6355

Force components x, y, z for each atom (eV/Å):
C -0.25 -0.59 0.31
C -1.26 -0.40 -0.19
O 0.65 0.60 0.27
N -0.25 2.16 0.35
C 0.83 -1.25 0.49
C 2.45 0.91 -1.54
C -1.00 1.95 -1.11
C -0.84 -0.18 0.63
C -0.36 0.55 -0.05
C 0.02 -0.37 0.95
C 1.02 1.07 -0.50
C -0.99 0.50 -1.38
S 0.63 0.98 0.16
C -2.50 -0.96 -0.94
N 3.39 0.56 0.60
N 2.27 1.28 0.67
C -2.62 -1.05 -0.68
O -1.63 -0.01 -0.35
C -1.52 -1.18 1.43
C 1.10 -1.24 0.11
C 1.39 -0.32 -0.34
C 0.19 0.13 0.04
O 0.44 -0.57 -0.29
C 0.85 -0.28 -0.59
C 1.84 0.38 -1.16
C 1.53 -2.13 1.65
C -1.09 -0.68 1.64
C -1.49 1.87 0.43
P 1.01 -1.78 -0.01
N -0.54 0.82 1.34
O -2.17 0.34 -0.96
C -1.18 1.68 -1.69
C -1.97 0.11 0.44
O -0.56 0.12 -0.39
H -0.17 0.11 -1.06
H 1.09 0.28 -0.43
H 0.45 -0.69 0.76
H -0.62 0.98 0.09
H 0.78 0.45 -0.87
H -0.89 -0.52 -0.23
H -0.42 1.03 -0.62
H 0.04 1.08 -0.49
H -0.37 -0.21 0.95
H 0.17 -1.19 -0.43
H -1.03 0.60 0.26
H 0.92 0.40 0.19
H -1.14 -0.04 -0.06
H 0.69 -0.59 0.68
H -0.80 -0.80 0.51
H 0.83 -1.28 -0.19
H 1.07 -0.27 -0.20
H 1.09 -0.57 0.15
H 0.41 -0.83 0.78
H -0.44 -0.54 0.93
H 0.42 0.23 0.26
H 0.04 -0.33 -0.34
H 0.49 -0.39 -0.14
C -0.02 -0.31 -0.04
C 0.08 0.18 0.63
O -0.24 -0.07 -0.29
C 0.27 0.09 0.14
O 0.06 0.04 -0.19
O -0.09 0.11 0.11
C -0.17 -0.24 -0.20
H 0.00 0.15 0.03
H -0.02 0.03 -0.06
H -0.07 0.10 0.03
H -0.02 -0.10 -0.30
H 0.03 -0.16 -0.11
H 0.09 -0.04 0.15
H -0.13 0.08 0.06
H 0.19 0.18 0.08
C -0.06 -0.15 -0.24
C 0.20 -0.39 0.44
O -0.23 0.20 -0.11
C 0.20 -0.06 0.00
O 0.08 0.17 -0.06
O -0.01 -0.02 0.21
C -0.26 0.01 -0.29
H 0.04 0.06 0.13
H 0.01 0.07 -0.01
H -0.05 0.05 0.11
H -0.06 0.17 -0.23
H -0.04 0.00 -0.22
H 0.11 -0.14 0.04
H -0.10 0.00 0.13
H 0.22 0.04 0.15
C 0.25 0.14 -0.07
C -0.36 0.33 0.29
O 0.17 -0.24 0.05
C -0.02 0.10 -0.19
O -0.09 -0.10 -0.12
O -0.21 -0.03 0.21
C 0.44 0.01 -0.06
H -0.13 -0.07 0.05
H 0.01 -0.05 -0.03
H -0.05 -0.08 0.09
H 0.18 -0.13 -0.21
H 0.19 0.02 -0.12
H -0.08 0.17 0.01
H 0.00 -0.09 0.19
H -0.28 0.02 -0.06
C -0.11 -0.18 -0.21
C -0.07 0.57 -0.12
O 0.23 -0.20 0.00
C -0.21 -0.03 0.07
O 0.02 -0.05 0.18
O 0.08 0.25 0.04
C 0.04 -0.35 -0.14
H 0.07 0.10 0.10
H 0.01 -0.04 0.04
H 0.11 0.06 0.04
H -0.04 -0.30 0.07
H -0.08 -0.20 -0.07
H -0.17 0.12 -0.07
H 0.20 0.08 -0.05
H -0.10 0.19 0.19

Results
Relative energy (zero: lowest compared OMol25 entry of this formula, charge and spin) ... 401.7 kJ/mol
Max |F| ... 3.49 eV/A
SMILES ... CC(=O)N(C)c1cc(CCCCSc2nnco2)c2c(c1)C(=O)c1cccc(P(N)O)c1C2=O.CCOC(=O)OC.CCOC(=O)OC.CCOC(=O)OC.CCOC(=O)OC
Molecular weight ... 914.9 g mol⁻¹
Orbital gap ... 7.16 eV
Charge ... 0